The following is a DFT calculation (ωB97M-V with the def2-TZVPD basis set) of a cluster of 6 separate species, C24H54Cl2IN6O5 in total.

Geometry as XYZ:
```
92
Properties=species:S:1:pos:R:3:forces:R:3:mulliken_charge:R:1
I -1.288 2.111 3.161 0.0 0.0 0.2 0.026
Cl 4.127 -3.193 1.418 0.0 -0.1 0.0 -0.117
Cl 1.496 -2.421 -0.133 -0.1 -0.4 -0.1 -0.033
O -5.450 -0.176 3.229 0.1 0.0 0.0 -0.655
O 2.779 1.249 -2.290 -0.1 -0.1 -0.1 -0.542
O -9.801 1.120 1.313 0.0 0.0 -0.1 -0.607
O 7.067 -2.906 -2.642 0.0 0.0 0.1 -0.590
O -2.802 2.912 -1.282 -0.1 -0.1 0.0 -0.669
N 9.260 -3.455 -2.788 0.1 0.0 0.0 0.111
N 1.054 -0.558 1.656 -0.2 0.2 0.1 0.336
N -6.063 0.641 1.203 0.0 0.1 0.0 0.318
N 4.504 -0.090 -2.879 0.0 0.1 0.0 0.171
N -10.166 -1.075 0.858 0.0 -0.1 -0.1 0.124
N -1.209 4.526 -1.152 0.1 0.1 0.0 0.111
C -1.903 3.474 -0.685 0.0 -0.1 0.0 0.603
C -0.440 -0.774 1.644 -0.4 -0.4 0.2 -0.955
C 10.404 -4.146 -2.223 0.0 0.1 -0.1 -0.918
C -10.854 -0.765 -0.385 0.0 0.0 0.1 -0.948
C -1.546 5.050 -2.468 0.0 -0.1 0.0 -1.010
C 9.415 -2.727 -4.037 -0.1 0.0 0.0 -0.887
C -0.148 5.148 -0.390 0.0 0.0 -0.1 -0.859
C 1.788 -1.867 1.502 0.3 0.3 -0.2 -0.610
C 3.269 -1.688 1.825 0.2 -0.1 0.4 0.770
C -2.028 0.125 3.435 -0.2 0.0 0.2 -0.864
C 2.893 2.573 0.363 0.0 -0.1 0.1 -1.484
C 2.237 1.665 1.400 -0.3 0.3 0.0 0.356
C 3.762 1.020 -2.985 0.2 0.1 0.0 -0.063
C 1.532 0.521 0.694 0.4 0.2 -0.1 -0.088
C 3.466 -1.366 3.318 -0.1 0.2 -0.4 -1.283
C -1.023 -0.940 3.052 0.0 0.1 -0.1 -0.574
C -9.699 -0.058 1.603 0.1 0.1 0.2 0.099
C 4.066 -1.071 -1.912 0.1 -0.1 0.0 -0.322
C -6.497 1.772 0.397 0.0 -0.2 -0.2 -0.948
C -10.007 -2.459 1.258 -0.1 0.1 -0.1 -0.980
C 8.057 -3.468 -2.199 -0.1 -0.1 0.0 0.139
C -5.838 0.742 2.519 0.1 0.1 0.0 0.011
C -5.874 -0.647 0.561 0.0 0.0 0.1 -0.957
C 5.701 -0.341 -3.662 -0.1 0.1 -0.1 -0.864
H -0.033 4.632 0.563 0.0 0.0 0.0 0.191
H 0.799 5.095 -0.933 0.0 0.0 0.0 0.353
H -9.437 -3.012 0.509 0.0 0.0 0.0 0.348
H 2.581 -1.620 3.901 0.0 -0.1 0.1 0.313
H 1.266 -0.232 2.602 0.1 0.2 0.0 0.503
H 2.191 0.069 -0.039 -0.1 -0.1 -0.1 -0.506
H 3.784 2.108 -0.052 0.0 0.0 0.0 0.324
H 6.560 -0.469 -3.008 0.0 0.0 0.0 0.301
H 1.383 -2.572 2.224 -0.3 -0.1 -0.1 0.687
H 11.208 -3.440 -2.009 0.0 0.0 0.0 0.344
H -5.765 1.966 -0.389 0.0 0.1 0.0 0.369
H 10.442 -2.819 -4.378 0.0 0.0 0.0 0.381
H -6.103 -0.553 -0.497 0.0 0.0 0.0 0.409
H -0.639 -1.668 1.066 0.2 0.0 -0.2 0.465
H 1.499 2.241 1.960 0.0 -0.1 0.1 0.106
H -0.377 6.196 -0.191 0.0 0.0 0.0 0.392
H 3.076 -1.436 -2.181 0.0 0.0 0.1 0.291
H 5.582 -1.251 -4.247 0.1 0.0 0.0 0.319
H -1.544 -1.897 3.095 0.0 -0.1 0.1 0.407
H 10.775 -4.900 -2.918 0.0 0.0 0.0 0.342
H 3.684 -0.309 3.449 0.0 0.1 0.1 0.338
H -9.197 -0.392 2.528 0.0 0.0 0.0 0.304
H -6.598 2.658 1.017 0.0 0.0 0.1 0.308
H -11.167 -1.691 -0.860 0.0 0.0 0.0 0.395
H 3.717 -0.918 1.206 0.0 0.0 -0.1 -0.138
H 8.744 -3.128 -4.797 0.0 0.0 0.0 0.285
H -10.980 -2.938 1.380 0.0 0.0 0.0 0.384
H -0.906 0.053 1.122 0.1 0.2 0.0 0.525
H 4.002 -0.602 -0.926 0.0 -0.1 0.0 -0.221
H 4.764 -1.905 -1.872 0.1 0.1 -0.1 0.271
H 5.883 0.494 -4.336 -0.1 0.0 0.0 0.305
H -11.728 -0.144 -0.191 0.0 0.0 0.0 0.299
H -4.844 -0.987 0.680 0.0 0.0 0.0 0.169
H 4.130 1.729 -3.743 0.0 0.0 0.0 0.306
H 0.674 0.904 0.153 -0.1 -0.1 0.0 0.455
H -1.416 4.279 -3.227 0.0 0.0 0.0 0.315
H 9.175 -1.673 -3.895 0.0 0.0 0.0 0.259
H -9.475 -2.505 2.206 0.0 0.0 0.0 0.310
H -2.963 0.044 2.890 0.0 0.1 -0.1 0.079
H -0.898 5.892 -2.693 0.0 0.0 0.0 0.399
H -1.581 3.141 0.318 0.1 0.1 0.0 -0.138
H -6.017 1.757 2.909 0.0 0.0 0.0 0.382
H -10.196 -0.216 -1.059 0.0 0.0 0.0 0.280
H 10.115 -4.637 -1.297 0.0 0.0 0.0 0.290
H -2.271 0.049 4.488 0.0 0.0 0.1 0.584
H -7.465 1.548 -0.053 0.0 0.1 0.0 0.302
H -0.241 -0.973 3.814 0.2 0.0 0.0 0.264
H 2.967 1.298 2.122 0.1 0.0 0.0 -0.062
H 4.304 -1.934 3.700 0.1 0.0 0.1 0.433
H -6.527 -1.397 1.010 0.0 0.0 0.0 0.326
H 3.162 3.527 0.806 0.1 0.1 0.1 0.460
H 2.215 2.752 -0.470 0.0 0.0 0.0 0.292
H 8.037 -4.049 -1.263 0.0 0.0 0.0 0.250
H -2.586 5.375 -2.491 0.0 0.0 0.0 0.301
```
Positions in Å, forces in eV/Å.

Properties
gap between HOMO and LUMO	8.73	eV
charge	+1
lowest unoccupied orbital energy	-2.0	eV

The following is a DFT calculation (ωB97M-V with the def2-TZVPD basis set) of the molecule C12H15N5O in a non-equilibrium geometry.

Geometry as XYZ:
```
33
Properties=species:S:1:pos:R:3:forces:R:3:nbo_charge:R:1
O 1.146 -1.206 1.864 0.1 2.1 -0.6 -0.662
N 1.626 2.326 1.126 1.1 0.7 1.9 -0.235
N -0.522 -1.272 -0.331 0.9 1.3 0.8 -0.426
N 2.396 3.132 1.955 -0.3 0.1 -0.2 -0.334
N 0.045 -0.063 0.238 0.4 0.8 0.1 -0.441
N 2.650 0.252 3.972 0.0 0.1 -0.1 -0.839
C -1.865 -2.632 -1.717 -0.5 -0.5 -0.2 -0.210
C 2.844 2.513 3.108 -0.7 0.3 -1.0 0.086
C -2.988 -1.751 -3.693 0.5 -0.6 0.7 -0.076
C 3.636 3.073 4.246 -0.1 1.2 -1.2 -0.639
C -1.361 -1.378 -1.423 0.5 2.1 -0.6 0.140
C -1.658 -0.292 -2.297 0.1 -0.5 0.4 -0.279
C 1.608 1.158 1.784 0.5 0.4 0.6 -0.019
C 0.951 -0.093 1.311 -1.4 -2.9 -0.7 0.634
C -2.487 -0.509 -3.406 1.0 0.0 1.5 -0.170
C -2.658 -2.814 -2.833 -0.4 0.5 -0.4 -0.194
C 2.365 1.256 3.019 -0.2 -2.3 -0.1 0.102
C -3.915 -1.886 -4.834 -1.3 0.2 0.3 -0.619
H -0.386 -2.104 0.208 0.3 0.2 0.6 0.414
H 2.340 -0.683 3.691 0.4 0.6 0.1 0.422
H -3.587 -1.326 -5.705 -0.1 0.1 0.0 0.216
H -1.689 -3.466 -1.046 0.1 0.0 -0.1 0.203
H -4.918 -1.509 -4.492 0.7 -0.3 -0.7 0.214
H -2.770 0.298 -4.031 0.0 0.8 -0.5 0.204
H -1.242 0.704 -2.102 -0.2 -0.5 -0.1 0.204
H -0.152 0.864 -0.184 0.0 -1.4 0.2 0.418
H -3.100 -3.783 -3.029 0.1 -0.1 0.0 0.207
H 3.903 2.290 4.928 -0.2 -0.2 0.5 0.231
H 3.599 0.325 4.372 -1.0 -0.4 -0.6 0.373
H 2.545 4.132 1.787 -0.4 -0.9 -0.4 0.407
H 4.576 3.481 3.870 0.0 0.2 0.1 0.223
H -4.010 -2.926 -5.092 -0.2 -0.4 -0.3 0.212
H 3.076 3.890 4.734 0.3 -0.5 0.1 0.230
```
Positions in Å, forces in eV/Å.

Properties
ΔE to the lowest compared entry with this formula, charge and spin	3.051	eV
SMILES	Cc1ccc(NNC(=O)c2n[nH]c(C)c2N)cc1
gap between HOMO and LUMO	8.08	eV
charge	0
lowest unoccupied orbital energy	0.8	eV

The following is a DFT calculation (ωB97M-V with the def2-TZVPD basis set) of a structure of composition C28H36Cl3GeN5ORu.

Geometry as XYZ:
```
75
Properties=species:S:1:pos:R:3:forces:R:3:lowdin_spin:R:1
Ru 0.537 0.195 0.533 0.1 0.4 -0.5 2.438
Ge 1.972 1.918 -2.218 -0.1 0.0 -0.1 0.083
Cl 4.347 3.526 3.327 0.0 0.0 0.0 0.130
Cl 2.042 4.244 1.740 0.0 0.0 0.0 0.099
Cl 3.940 0.486 2.699 0.0 0.0 0.1 0.030
O 2.024 -2.255 0.078 0.0 0.0 0.0 0.043
N -1.338 1.637 -0.735 0.0 -0.1 0.1 0.084
N 0.554 -0.789 2.691 0.1 0.0 0.0 0.051
N -1.147 1.137 1.969 0.1 -0.1 0.1 0.065
N -1.139 -1.071 0.135 0.0 -0.1 0.1 0.018
N 1.942 1.302 1.155 -0.4 0.0 0.0 0.473
C 3.119 -4.315 -0.089 0.0 0.0 0.0 0.002
C 1.896 1.692 -4.162 0.0 0.0 0.0 0.005
C 3.847 2.085 -1.673 0.0 0.0 0.0 0.041
C -0.507 1.296 3.276 -0.1 0.0 0.1 0.004
C -3.253 -1.848 0.879 0.0 0.0 0.0 -0.001
C 2.835 1.678 1.953 0.2 0.0 0.0 0.057
C -2.237 0.141 2.002 -0.1 0.0 0.0 0.005
C 3.434 -1.944 0.016 0.0 0.0 0.0 0.009
C -2.868 2.028 -2.516 0.0 0.0 0.0 0.003
C -1.619 2.445 1.492 0.0 0.0 -0.1 0.004
C 1.212 -1.380 5.314 0.0 0.0 0.0 0.001
C -1.705 1.478 -2.001 0.0 0.0 0.0 0.022
C -3.680 2.768 -1.672 0.0 0.0 0.0 -0.001
C 1.548 -2.252 4.291 0.0 0.0 0.0 0.001
C -2.167 -2.923 -0.956 0.0 0.0 0.0 0.000
C -3.242 -2.841 -0.084 0.0 0.0 0.0 0.007
C -2.122 2.339 0.079 0.0 0.0 0.0 0.005
C 0.219 0.042 3.680 0.0 0.0 0.0 0.007
C 1.205 -1.916 2.995 0.0 0.0 0.1 0.006
C 0.530 -0.217 5.005 0.0 0.0 0.0 0.002
C 4.145 -3.229 -0.410 0.0 0.0 0.0 0.001
C 0.982 3.541 -1.755 0.0 0.0 0.1 -0.002
C 1.267 0.321 -1.366 -0.1 -0.1 0.3 0.755
C -3.305 2.923 -0.345 0.0 0.0 0.0 0.002
C -2.184 -0.966 0.963 0.0 0.0 0.0 0.007
C 1.818 -3.591 -0.387 0.0 0.0 0.0 0.003
C -1.137 -2.016 -0.813 0.0 0.0 0.0 0.017
C 3.075 3.022 2.335 0.0 0.1 0.0 0.422
H 0.238 0.484 5.775 0.0 0.0 0.0 0.000
H 1.468 -2.543 2.155 0.0 0.0 0.0 0.001
H 4.260 3.032 -2.020 0.0 0.0 0.0 0.005
H 1.613 -3.587 -1.466 0.0 0.0 0.0 0.000
H 3.579 -1.121 -0.686 0.0 0.0 0.0 0.005
H -4.067 -3.535 -0.159 0.0 0.0 0.0 0.000
H 3.162 -4.590 0.966 0.0 0.0 0.0 0.000
H -2.277 -0.327 2.990 0.0 0.0 0.0 0.001
H -0.767 3.129 1.522 0.0 0.0 0.0 0.001
H 0.688 3.530 -0.704 0.0 0.0 -0.1 0.000
H -1.029 0.893 -2.616 0.0 0.0 0.0 0.016
H -3.125 1.880 -3.555 0.0 0.0 0.0 0.001
H 2.073 -3.175 4.486 0.0 0.0 0.0 0.000
H 4.431 1.276 -2.111 0.0 0.0 0.0 0.000
H 0.205 2.121 3.197 0.0 0.0 0.0 0.001
H 1.666 -0.626 -1.736 0.1 0.0 0.0 0.059
H -4.596 3.212 -2.037 0.0 0.0 0.0 0.000
H 0.947 -3.998 0.130 0.0 0.0 0.0 0.000
H 5.086 -3.367 0.119 0.0 0.0 0.0 0.000
H -2.125 -3.669 -1.736 0.0 0.0 0.0 0.000
H 0.863 1.693 -4.512 0.0 0.0 0.0 0.000
H -4.084 -1.746 1.563 0.0 0.0 0.0 0.000
H -3.917 3.485 0.348 0.0 0.0 0.0 0.000
H 2.363 0.760 -4.476 0.0 0.0 0.0 0.000
H 3.946 2.038 -0.588 0.0 0.0 0.0 0.001
H -1.240 1.566 4.049 0.0 0.0 0.0 0.001
H 0.088 3.625 -2.372 0.0 0.0 0.0 0.000
H 1.475 -1.604 6.339 0.0 0.0 0.0 0.000
H 4.361 -3.217 -1.479 0.0 0.0 0.0 0.000
H -0.272 -2.018 -1.462 0.0 0.0 0.0 0.007
H 1.601 4.420 -1.930 0.0 0.0 0.0 0.000
H -2.401 2.843 2.150 0.0 0.0 0.0 0.001
H 2.416 2.515 -4.652 0.0 0.0 0.0 0.000
H 3.245 -5.216 -0.685 0.0 0.0 0.0 0.000
H 3.733 -1.604 1.009 0.0 0.0 -0.1 0.000
H -3.195 0.656 1.872 0.0 0.0 0.0 0.001
```
Positions in Å, forces in eV/Å.

Properties
ΔE to the lowest compared entry with this formula, charge and spin	0.000	eV
spin multiplicity	6
gap between HOMO and LUMO (spin up / spin down)	7.24 / 7.66	eV
⟨S²⟩	8.798
charge	+1
lowest unoccupied orbital energy (spin up / spin down)	-2.3 / -3.2	eV

The following is a DFT calculation (ωB97M-V with the def2-TZVPD basis set) of the molecule C4H4N2O.

Geometry as XYZ:
```
11
Properties=species:S:1:pos:R:3:forces:R:3:nbo_charge:R:1
O -1.786 -1.175 -1.594 0.5 0.1 0.2 -0.489
N -0.399 -0.478 2.195 0.4 0.4 -0.4 -0.600
N 0.859 1.012 -0.789 -0.3 -0.2 -0.1 -0.342
C -0.717 -0.901 -1.097 -0.3 0.0 -0.1 0.345
C 0.028 0.339 -1.486 0.1 0.2 0.0 -0.004
C 0.320 0.138 1.420 -0.2 -0.2 0.2 0.413
C 1.134 0.732 0.559 0.0 -0.1 0.2 -0.282
H -0.228 -1.574 -0.367 -0.1 0.1 -0.1 0.133
H -1.091 0.063 2.714 0.1 0.0 0.0 0.388
H 2.052 1.160 0.948 -0.1 -0.1 0.0 0.240
H -0.171 0.683 -2.503 0.0 0.0 0.1 0.197
```
Positions in Å, forces in eV/Å.

Properties
ΔE to the lowest compared entry with this formula, charge and spin	2.768	eV
SMILES	N=C=C/N=C\C=O
gap between HOMO and LUMO	8.62	eV
charge	0
lowest unoccupied orbital energy	-0.4	eV